(1)
The following is a quantum chemistry calculation of a molecular structure, C23H24N16OTc, from the Open Molecules 2025 dataset.

The geometry in XYZ format:
```
65
Properties=species:S:1:pos:R:3
Tc -0.44357 -0.01985 -0.85867
C -0.47063 -2.32763 -2.96840
N -0.80440 -0.88557 -2.86836
C -2.13340 -0.49219 -3.38929
C -2.20025 0.94758 -3.02850
N -1.32649 1.42591 -2.14082
C -1.57273 2.81335 -2.06623
C -0.92231 3.84330 -1.39241
C -1.41261 5.12158 -1.57596
C -2.50469 5.38889 -2.41244
C -3.13457 4.38200 -3.11474
C -2.63826 3.10152 -2.92229
N -2.99873 1.88834 -3.50974
C 0.81048 -2.40062 -2.22459
N 1.09973 -1.41472 -1.38751
C 2.37738 -1.68158 -0.87904
C 3.20652 -0.95490 -0.02772
C 4.44369 -1.49873 0.25429
C 4.85753 -2.72429 -0.29163
C 4.05219 -3.43932 -1.15353
C 2.80973 -2.88602 -1.43589
N 1.78677 -3.30403 -2.28505
H -0.36890 -2.62673 -4.01402
H -1.25243 -2.90743 -2.47884
H -0.11659 -0.39288 -3.44153
H -2.90525 -1.08498 -2.89918
H -2.19405 -0.65024 -4.46911
H -0.06815 3.66436 -0.75977
H -0.93222 5.94367 -1.06461
H -2.84925 6.40729 -2.52225
H -3.95995 4.58324 -3.78293
H -3.71940 1.75413 -4.20370
H 2.90876 0.00157 0.37986
H 5.12309 -0.95864 0.89912
H 5.83853 -3.10540 -0.04569
H 4.37722 -4.37189 -1.59286
H 1.78927 -4.13189 -2.86203
N -3.08098 0.67210 1.28932
C -3.11825 -0.45833 0.52889
N -4.08912 -1.33851 0.53740
N -3.71359 -2.29197 -0.33281
N -2.58545 -2.03025 -0.85512
N -2.14690 -0.83912 -0.34485
C -1.93777 1.42229 1.39722
N -1.64660 2.27807 2.34438
N -0.40405 2.71467 2.04026
N 0.02095 2.18985 0.96047
N -0.94382 1.35106 0.49905
H -3.81792 0.80442 1.96892
N 0.30703 -0.74645 0.93268
C 0.54486 -0.94255 2.05374
N 0.79967 -1.13927 3.29268
C 1.95268 -1.95367 3.73644
C 2.92559 -1.03842 4.46766
O 2.27291 -0.35734 5.51160
C 1.25737 0.49879 5.03244
C 0.16504 -0.30840 4.34841
H 2.40867 -2.42902 2.86843
H 1.56631 -2.71936 4.41076
H 3.36624 -0.32204 3.75922
H 3.72565 -1.62601 4.91519
H 1.67146 1.23680 4.33350
H 0.84616 1.02541 5.89154
H -0.58974 0.33406 3.89644
H -0.30847 -0.99401 5.05221
```

Values from the calculation:
Frontier orbital gap (spin up / spin down) in eV: 6.7 / 6.1
Multiplicity: 2
Total charge: +2
HOMO energy (spin up / spin down) in Ha: -0.52851 / -0.52618
<S²>: 0.7562


(2)
The following is a quantum chemistry calculation of a molecular structure, C23H24N2O5PbS4Se4, from the Open Molecules 2025 dataset.

The geometry in XYZ format:
```
63
Properties=species:S:1:pos:R:3
Pb -1.67691 -0.35506 -1.57665
O -1.49559 -0.71323 1.22836
C -1.59243 -2.06959 1.62660
C -0.77839 -2.99908 0.75419
C -0.50457 -4.29793 1.17034
C 0.26422 -5.10979 0.35809
C 0.75769 -4.59831 -0.83530
C 0.42518 -3.30159 -1.17572
N -0.33530 -2.51683 -0.40287
H -0.56159 -0.47351 1.09949
H -2.64796 -2.33920 1.55968
H -1.27712 -2.19677 2.66523
H -0.90112 -4.65822 2.11318
H 0.47883 -6.13143 0.64996
H 1.36938 -5.19798 -1.49772
H 0.75939 -2.86631 -2.11414
Se -2.80907 -2.66110 -2.83753
Se -2.87631 -1.84520 -5.01595
Se -0.68126 -1.42410 -5.58921
Se 0.21606 0.20420 -4.11068
O -2.73045 0.88791 -3.62995
S -2.18664 2.22127 -3.35482
O -1.63988 2.28842 -1.99291
O -2.99629 3.33265 -3.76578
S -0.44191 2.22548 -4.61055
O 0.72849 0.41547 -0.18552
S 2.16849 0.04312 -0.39018
C 2.94244 0.26655 1.23820
C 2.19621 -0.60615 2.20843
C 2.36267 -1.99135 2.18986
C 1.63381 -2.80061 3.04959
C 0.72526 -2.23285 3.93597
C 0.54420 -0.85628 3.95094
C 1.27401 -0.04722 3.08717
C 2.94832 1.44117 -1.27655
C 2.69619 2.77774 -0.64888
C 3.70729 3.44500 0.03873
C 3.46455 4.68027 0.62300
C 2.20329 5.25544 0.53012
C 1.18868 4.59147 -0.14839
C 1.43151 3.35793 -0.73776
H 2.86409 1.32369 1.48732
H 3.98991 -0.02922 1.13193
H 3.06655 -2.43713 1.49273
H 1.77753 -3.87494 3.03122
H 0.16261 -2.86233 4.61540
H -0.16608 -0.40829 4.63535
H 1.12358 1.02700 3.08983
H 2.52147 1.37938 -2.27744
H 4.01049 1.18666 -1.32771
H 4.69555 3.00012 0.10785
H 4.26167 5.19592 1.14451
H 2.01565 6.22339 0.97943
H 0.20206 5.03198 -0.23161
H 0.62811 2.84546 -1.25423
S -6.36901 1.27969 -1.25369
C -5.41723 2.03026 -0.04404
C -4.21137 1.42036 0.03201
N -4.04331 0.37021 -0.84720
C -5.10472 0.18798 -1.58117
H -5.78450 2.86960 0.52617
H -3.39992 1.68117 0.70095
H -5.17651 -0.58535 -2.33766
```

Values from the calculation:
Frontier orbital gap in eV: 6.9
Multiplicity: 1
HOMO energy in Ha: -0.25791